# 1
Density functional theory data (ωB97M-V/def2-TZVPD) for one molecule with the formula C6H9NO.

Element x y z (Å)
C1 1.3544 0.3299 -0.3100
C2 0.1302 -0.2722 -0.9775
C3 -1.6615 0.6044 0.5882
C4 2.3714 -0.4304 -0.0312
C5 -0.9285 -0.5827 0.0496
N1 1.2745 1.7101 0.0458
C6 -1.1581 -1.8213 0.4545
O1 3.2603 -1.1487 0.2373
H1 2.1141 2.0213 0.5185
H2 1.1149 2.2896 -0.7739
H3 0.4178 -1.1799 -1.5085
H4 -0.2514 0.4554 -1.6986
H5 -2.3334 0.3182 1.3924
H6 -0.9460 1.3374 0.9568
H7 -2.2445 1.0762 -0.2029
H8 -1.8999 -2.0455 1.2020
H9 -0.6142 -2.6619 0.0575

Cartesian forces (eV/Å) of the 3 atoms listed first:
-0.643 0.318 -0.523
0.256 -0.223 0.440
-0.022 -0.090 0.145

Highest occupied orbital energy (eV): -7.87
SMILES: C=C(C)CC(N)=C=O
Energy relative to the best compared isomer or geometry (same formula, charge and spin) (kJ/mol): 182.4
Orbital gap (eV): 8.57

---

# 2
Density functional theory data (ωB97M-V/def2-TZVPD) for C27H21NOP2S4V as an isolated structure.

Element x y z (Å)
V1 -0.2503 0.4523 0.3548
O1 -1.3507 -6.0224 2.2285
C1 -1.1203 -4.8965 1.8731
S1 -0.1606 -3.7434 2.8209
C2 -0.3579 -2.3841 1.7488
C3 -1.1041 -2.5722 0.6606
S2 -1.4055 -1.2830 -0.5318
S3 -1.8139 -4.1490 0.4216
S4 0.4619 -0.8652 2.1617
N1 0.6883 2.9609 -1.0547
P1 1.7284 1.9087 -0.1878
C4 2.9331 3.0616 0.5170
C5 4.2512 2.6471 0.7027
C6 5.1799 3.5047 1.2746
C7 4.7983 4.7820 1.6637
C8 3.4864 5.1983 1.4866
C9 2.5509 4.3387 0.9222
C10 2.6903 0.9594 -1.3980
C11 3.3253 1.5810 -2.4766
C12 3.9427 0.8218 -3.4548
C13 3.9453 -0.5699 -3.3538
C14 3.3346 -1.1925 -2.2776
C15 2.7007 -0.4284 -1.3002
P2 -0.6776 2.0089 -1.4999
C16 -0.3465 1.5632 -3.2346
C17 -0.2333 2.5698 -4.2013
C18 0.1667 2.2636 -5.4917
C19 0.4530 0.9436 -5.8339
C20 0.3366 -0.0589 -4.8856
C21 -0.0588 0.2486 -3.5864
C22 -2.0444 3.2023 -1.6361
C23 -3.0770 2.9816 -2.5456
C24 -4.1619 3.8452 -2.5998
C25 -4.2241 4.9387 -1.7459
C26 -3.2022 5.1622 -0.8335
C27 -2.1194 4.2933 -0.7723
H1 1.0807 3.6203 -1.7226
H2 4.5610 1.6563 0.3935
H3 6.2016 3.1749 1.4129
H4 5.5251 5.4530 2.1050
H5 3.1860 6.1922 1.7926
H6 1.5256 4.6654 0.7939
H7 3.3308 2.6635 -2.5578
H8 4.4206 1.3047 -4.2983
H9 4.4270 -1.1659 -4.1198
H10 3.3355 -2.2720 -2.1967
H11 2.2084 -0.9210 -0.4694
H12 -0.4677 3.5996 -3.9511
H13 0.2516 3.0484 -6.2330
H14 0.7645 0.7018 -6.8427
H15 0.5577 -1.0859 -5.1470
H16 -0.1315 -0.5391 -2.8467
H17 -3.0398 2.1344 -3.2205
H18 -4.9582 3.6637 -3.3104
H19 -5.0691 5.6143 -1.7922
H20 -3.2508 6.0113 -0.1637
H21 -1.3281 4.4705 -0.0532

Cartesian forces (eV/Å) of the 3 atoms listed first:
-0.029 0.047 0.586
0.191 0.090 -0.207
-0.370 -0.019 0.352

Highest occupied orbital energy (spin up / spin down) (eV): -6.81 / -6.92
Multiplicity: 4
Energy relative to the best compared isomer or geometry (same formula, charge and spin) (kJ/mol): 29.8
Orbital gap (spin up / spin down) (eV): 6.74 / 6.62

---

# 3
Density functional theory data (ωB97M-V/def2-TZVPD) for a 2-piece molecular cluster, C5H7N3 overall.

Element x y z (Å)
C1 -2.9173 0.6946 -0.5723
C2 -2.5465 0.3780 -1.8446
C3 -1.8303 0.3907 0.2519
C4 0.3581 -0.2689 -0.1692
C5 2.2522 -0.3844 1.0333
N1 -1.3151 -0.0749 -1.9549
N2 0.9133 -0.0273 0.9062
N3 -0.8437 0.0240 -0.6450
H1 -3.8817 1.1480 -0.1223
H2 -3.1837 0.4989 -2.7931
H3 -1.6576 0.3470 1.3938
H4 1.3971 -0.6361 -1.2170
H5 2.7499 0.2950 1.7404
H6 2.6603 -0.2070 0.0442
H7 2.2217 -1.4003 1.4682

Cartesian forces (eV/Å) of the 3 atoms listed first:
-1.761 1.136 4.639
-0.758 -0.049 -3.636
-0.573 0.318 -0.238

Highest occupied orbital energy (eV): -9.53
Energy relative to the best compared isomer or geometry (same formula, charge and spin) (kJ/mol): 409.3
Orbital gap (eV): 10.17

---

# 4
Density functional theory data (ωB97M-V/def2-TZVPD) for one molecule with the formula C5H10O.

Element x y z (Å)
O1 -0.1786 -1.4308 1.8118
C1 -1.0495 -0.3648 1.6827
C2 -1.0433 0.5148 0.0768
C3 0.3840 0.5532 -0.2790
C4 0.8724 0.5784 -1.6900
C5 1.0053 -0.6793 -0.8772
H1 0.7220 -1.0643 1.8482
H2 -0.8314 0.4398 2.3801
H3 -1.9305 -0.4755 1.1024
H4 -1.5056 1.5010 0.2566
H5 -1.6470 0.0697 -0.7602
H6 0.9673 1.0904 0.4663
H7 0.1263 0.6016 -2.4805
H8 1.7667 1.1562 -1.8901
H9 0.3474 -1.5157 -1.1077
H10 1.9945 -0.9747 -0.5401

Cartesian forces (eV/Å) of the 3 atoms listed first:
0.050 0.211 -0.325
0.608 1.996 -2.946
0.944 -0.023 0.556

Highest occupied orbital energy (eV): -8.44
SMILES: OCCC1CC1
Energy relative to the best compared isomer or geometry (same formula, charge and spin) (kJ/mol): 340.0
Orbital gap (eV): 9.45

---

# 5
Density functional theory data (ωB97M-V/def2-TZVPD) for C37H51MgN4OP2 as an isolated structure.

Element x y z (Å)
C1 2.8160 0.3781 -1.2450
C2 1.0766 -0.0152 -2.7442
C3 3.7330 0.4475 -2.2926
C4 1.9577 0.0133 -3.8335
C5 3.3117 0.2497 -3.5899
H1 4.7870 0.6177 -2.0331
H2 1.5643 -0.1716 -4.8304
H3 4.0201 0.2534 -4.4269
N1 1.4880 0.2565 -1.4820
P1 2.1837 -0.6237 1.2985
P2 -1.5951 0.6101 -1.9833
C6 3.3125 0.3401 0.1950
H4 4.3356 -0.0693 0.2198
H5 3.3852 1.3730 0.5750
C7 -2.2072 -1.3775 1.6343
O1 -2.9937 -1.7759 2.3682
C8 -0.3437 -0.4951 -2.9274
H6 -0.6138 -0.5375 -3.9918
C9 -3.2977 -0.2314 -2.2290
C10 -1.5307 2.3453 -2.6940
C11 2.6341 -2.4600 0.9546
C12 2.6749 -0.0944 3.0797
C13 -3.5513 -1.0781 -0.9694
H7 -3.7140 -0.4611 -0.0782
H8 -4.4491 -1.6988 -1.1123
H9 -2.7192 -1.7716 -0.7933
C14 -4.4288 0.8003 -2.3320
H10 -4.4901 1.4368 -1.4395
H11 -4.3503 1.4420 -3.2169
H12 -5.3833 0.2561 -2.4048
C15 -3.3210 -1.2004 -3.4175
H13 -4.3743 -1.4512 -3.6250
H14 -2.8815 -0.7939 -4.3346
H15 -2.8061 -2.1404 -3.1779
C16 -2.4152 3.2116 -1.7594
H16 -2.4598 2.7868 -0.7436
H17 -1.9797 4.2158 -1.6540
H18 -3.4385 3.3261 -2.1349
C17 -0.0933 2.9011 -2.6298
H19 0.3553 2.7524 -1.6388
H20 0.5613 2.4422 -3.3794
H21 -0.1186 3.9859 -2.8200
C18 -2.0305 2.2758 -4.1490
H22 -2.2348 1.2532 -4.5039
H23 -2.9460 2.8688 -4.2832
H24 -1.2674 2.6888 -4.8254
C19 1.7465 -0.8947 4.0287
H25 1.3557 -0.2597 4.8378
H26 0.8781 -1.3333 3.5146
H27 2.3048 -1.7238 4.4916
C20 2.4856 1.4201 3.2512
H28 2.9650 1.9827 2.4434
H29 1.4393 1.7273 3.3128
H30 2.9814 1.7380 4.1824
C21 4.1557 -0.3716 3.4152
H31 4.5205 0.3964 4.1168
H32 4.3037 -1.3305 3.9265
H33 4.8083 -0.3162 2.5353
C22 2.4830 -2.8636 -0.5334
H34 3.3693 -3.4294 -0.8672
H35 1.5948 -3.4864 -0.6947
H36 2.3794 -2.0135 -1.2075
C23 1.7047 -3.3544 1.7939
H37 0.6459 -3.1335 1.5996
H38 1.8765 -4.4048 1.5116
H39 1.8979 -3.2673 2.8699
C24 4.0888 -2.7100 1.3437
H40 4.7795 -2.0598 0.7937
H41 4.2637 -2.5886 2.4154
H42 4.3407 -3.7499 1.0900
Mg1 -0.1586 -0.1199 0.1267
N2 -0.4509 -1.9477 -0.9281
C25 -0.4208 -1.9262 -2.1863
C26 -0.4248 -3.1713 -3.0583
C27 -0.9096 -4.3358 -2.4578
C28 0.0502 -3.2054 -4.3789
C29 -1.0125 -5.5229 -3.1930
H43 -1.2046 -4.2788 -1.4083
C30 -0.0178 -4.4055 -5.1020
H44 0.4748 -2.3092 -4.8316
C31 -0.5559 -5.5567 -4.5180
H45 -1.4459 -6.4052 -2.7274
H46 0.3512 -4.4306 -6.1275
H47 -0.6214 -6.4817 -5.0888
N3 -1.8094 4.6287 5.9656
C32 -1.5822 4.0631 4.9702
C33 -1.3038 3.3065 3.7632
C34 -0.9038 3.9224 2.5878
C35 -0.6475 3.1375 1.4549
N4 -0.6622 1.7726 1.4806
C36 -0.9908 1.1915 2.6595
C37 -1.4337 1.9208 3.7565
H48 -0.8027 4.9995 2.5571
H49 -0.4271 3.6152 0.5187
H50 -0.9076 0.0935 2.7735
H51 -1.8285 1.4157 4.6192

Cartesian forces (eV/Å) of the 3 atoms listed first:
-0.394 0.033 -0.354
-0.005 0.232 -0.214
0.555 -0.051 0.865

Highest occupied orbital energy (eV): -9.78
Energy relative to the best compared isomer or geometry (same formula, charge and spin) (kJ/mol): 0.0
Charge: +1
Orbital gap (eV): 6.34

---

# 6
Density functional theory data (ωB97M-V/def2-TZVPD) for C32H26CrN5O as an isolated structure.

Element x y z (Å)
Cr1 0.9997 -0.4804 -0.1716
N1 0.6031 -0.6546 4.1506
C1 0.3465 -0.6934 2.8626
N2 1.2510 -0.5298 1.9222
C2 2.5707 -0.2166 2.3077
N3 3.4714 0.0972 1.4293
N4 2.9550 -0.0594 0.1498
C3 3.4018 0.6425 -0.8099
C4 2.8369 0.3507 -2.1492
C5 3.4072 0.8208 -3.3015
C6 2.9040 0.3666 -4.5216
C7 1.8688 -0.5423 -4.5245
C8 1.3168 -0.9351 -3.3107
N5 1.7656 -0.4832 -2.1433
C9 2.9091 -0.2150 3.7225
C10 4.2119 0.0099 4.1799
C11 4.4697 0.0062 5.5314
C12 3.4341 -0.2155 6.4460
C13 2.1446 -0.4374 6.0127
C14 1.8983 -0.4365 4.6476
H1 -0.1594 -0.7806 4.7994
H2 -0.6836 -0.8506 2.5767
H3 4.1844 1.3837 -0.6658
H4 4.2485 1.5009 -3.2548
H5 3.3336 0.7151 -5.4540
H6 1.4775 -0.9464 -5.4476
H7 0.4857 -1.6243 -3.2796
H8 4.9993 0.1832 3.4583
H9 5.4760 0.1763 5.8897
H10 3.6439 -0.2144 7.5079
H11 1.3402 -0.6102 6.7202
C15 -1.7356 -3.5841 -0.8047
C16 -1.4024 -2.1985 -1.2612
O1 -0.4694 -1.6458 -0.6408
C17 -2.1460 -1.5707 -2.3413
C18 -1.8874 -0.2546 -2.7446
C19 -2.6340 0.3242 -3.7516
C20 -3.6450 -0.4060 -4.3732
C21 -3.9106 -1.7152 -3.9889
C22 -3.1675 -2.2949 -2.9777
H12 -1.0710 -3.8773 0.0005
H13 -1.6439 -4.2969 -1.6251
H14 -2.7705 -3.6199 -0.4575
H15 -1.1139 0.3245 -2.2589
H16 -2.4387 1.3474 -4.0481
H17 -4.2317 0.0506 -5.1615
H18 -4.6984 -2.2790 -4.4729
H19 -3.3915 -3.3122 -2.6848
C23 -4.3333 1.4690 1.0589
C24 -3.6929 0.2120 1.1370
C25 -2.3658 0.0925 0.8418
C26 -1.5761 1.2151 0.4583
C27 -0.1781 1.1510 0.1294
C28 0.5015 2.3173 -0.1267
C29 -0.1474 3.5807 -0.1382
C30 -1.4801 3.6507 0.1103
C31 -2.2217 2.4779 0.4215
C32 -3.6091 2.5693 0.7151
H20 -5.3888 1.5544 1.2839
H21 -4.2615 -0.6621 1.4344
H22 -1.9116 -0.8858 0.9063
H23 1.5644 2.3125 -0.3328
H24 0.4238 4.4772 -0.3455
H25 -1.9963 4.6050 0.0901
H26 -4.0820 3.5442 0.6686

Cartesian forces (eV/Å) of the 3 atoms listed first:
-0.457 -0.249 0.605
0.138 0.037 0.187
0.062 0.006 -0.230

Highest occupied orbital energy (spin up / spin down) (eV): -13.04 / -13.18
Multiplicity: 4
Energy relative to the best compared isomer or geometry (same formula, charge and spin) (kJ/mol): 46.9
Charge: +2
Orbital gap (spin up / spin down) (eV): 6.10 / 6.48

---

# 7
Density functional theory data (ωB97M-V/def2-TZVPD) for C33H39ClN2O4SSb2Se4Zn as an isolated structure.

Element x y z (Å)
Zn1 10.1754 10.5173 15.6346
C1 12.7446 15.7103 17.0762
C2 12.9627 14.3642 16.5690
C3 12.5413 13.2861 17.4310
C4 12.6543 11.9802 16.9924
C5 13.1358 11.6675 15.7248
C6 13.6320 12.7540 14.9656
C7 13.4905 14.0853 15.3375
S1 13.0417 10.1762 14.7548
C8 14.2868 9.0780 15.5962
O1 11.7328 9.5454 15.1912
H1 13.5441 15.9789 17.7941
H2 11.8435 15.8517 17.6562
H3 12.6284 16.4871 16.3268
H4 12.0621 13.5516 18.3861
H5 12.3722 11.1886 17.6823
H6 14.2795 12.5639 14.0982
H7 13.7405 14.9261 14.6184
H8 14.2761 9.1435 16.6764
H9 15.2602 9.4315 15.2451
H10 14.1830 8.0323 15.2536
C9 7.5625 7.6752 16.4503
N1 7.1125 8.9625 16.0602
C10 7.7626 9.7696 15.2039
N2 7.1716 10.8997 14.8354
O2 8.8893 9.4120 14.6828
H11 6.7493 6.9262 16.6275
H12 8.1833 7.6999 17.3593
H13 8.1997 7.2974 15.6131
H14 6.5309 9.4253 16.8045
H15 6.4328 11.4054 15.2958
H16 7.4885 11.4534 14.0594
Se1 6.6418 11.0460 18.6505
Sb1 8.9894 11.9938 18.6599
Se2 9.7651 12.7427 16.3219
Se3 10.2226 10.6133 20.3647
Se4 8.7623 14.0595 20.0156
Cl1 7.9086 15.3301 12.7553
C11 7.7095 14.1135 11.4108
C12 7.9527 12.6861 11.8641
O3 9.0873 12.1094 11.6286
O4 6.9024 12.1921 12.3810
H17 8.3171 14.5756 10.5756
H18 6.6652 14.2332 11.2133
C13 8.1808 6.6521 9.5285
C14 8.3850 6.8505 8.0635
C15 8.1569 5.8056 7.1287
C16 8.2789 5.9809 5.7581
C17 8.4766 7.2767 5.2908
C18 8.9936 8.2363 6.1905
C19 8.8693 8.0722 7.5584
Sb2 9.2195 9.6888 9.0278
C20 11.2867 10.2208 8.3946
C21 12.1329 9.3951 7.6342
C22 13.5231 9.5008 7.7270
C23 14.1022 10.4136 8.6047
C24 13.2719 11.3018 9.2985
C25 11.9029 11.2876 9.0660
C26 11.0404 12.4325 9.4697
C27 8.0303 11.1326 7.8834
C28 8.6546 11.8926 6.9132
C29 7.9243 12.9554 6.4019
C30 6.5758 13.1103 6.6967
C31 5.9580 12.2673 7.5920
C32 6.7157 11.3224 8.2992
C33 6.2399 10.7099 9.5641
H19 7.8655 5.6222 9.7274
H20 7.3438 7.2558 9.8961
H21 9.0869 6.8352 10.1141
H22 7.8112 4.8752 7.5023
H23 8.2060 5.1165 5.0698
H24 8.4632 7.5450 4.2352
H25 9.5204 9.1081 5.7650
H26 11.7210 8.5740 7.0353
H27 14.1381 8.9693 6.9980
H28 15.1676 10.3775 8.8061
H29 13.6795 12.1299 9.9438
H30 11.7011 13.1212 9.9610
H31 10.2398 12.2185 10.1759
H32 10.6017 12.9019 8.5558
H33 9.6601 11.7037 6.6616
H34 8.3912 13.7328 5.7827
H35 6.0199 13.8898 6.1910
H36 4.9464 12.4580 7.8462
H37 5.4263 11.2536 10.1496
H38 7.0449 10.6018 10.3464
H39 5.8806 9.6401 9.3653

Cartesian forces (eV/Å) of the 3 atoms listed first:
-0.914 1.231 -0.006
0.108 1.872 0.918
-1.336 -1.843 1.635

Highest occupied orbital energy (eV): -1.10
Energy relative to the best compared isomer or geometry (same formula, charge and spin) (kJ/mol): 104.3
Charge: -2
Orbital gap (eV): 4.33

---

# 8
Density functional theory data (ωB97M-V/def2-TZVPD) for C11H18AuN4SSb as an isolated structure.

Element x y z (Å)
Au1 -1.8554 -0.5563 -0.0867
C1 -0.7250 0.7764 4.1101
C2 -1.1491 0.6465 2.6965
N1 -1.2013 -0.5136 2.0538
N2 -0.8589 -1.5877 2.7024
C3 -0.9510 -2.7638 1.9531
N3 -0.5910 -3.8138 2.6564
S1 -1.4557 -2.9166 0.3382
C4 -1.5492 1.8169 1.9085
C5 -1.5471 3.0846 2.4713
C6 -1.9357 4.1751 1.7002
C7 -2.3129 3.9613 0.3915
C8 -2.2907 2.6599 -0.1085
N4 -1.9227 1.6199 0.6200
H1 -0.4512 -0.1825 4.5325
H2 -1.5379 1.2088 4.6989
H3 0.1264 1.4570 4.1815
H4 -0.2956 -3.6960 3.6168
H5 -0.6011 -4.7421 2.2587
H6 -1.2480 3.2276 3.4992
H7 -1.9401 5.1696 2.1247
H8 -2.6230 4.7755 -0.2482
H9 -2.5811 2.4575 -1.1311
C9 -1.0452 -0.2753 -3.9709
Sb1 -2.5786 -0.7431 -2.5983
C10 -3.1441 -2.7235 -3.0485
C11 -4.2350 0.4369 -3.1698
H10 -1.4197 -0.4639 -4.9757
H11 -0.1800 -0.9052 -3.7769
H12 -0.7649 0.7709 -3.8742
H13 -3.4540 -2.7685 -4.0911
H14 -3.9702 -3.0233 -2.4073
H15 -2.2973 -3.3895 -2.8943
H16 -4.5294 0.1401 -4.1755
H17 -3.9675 1.4912 -3.1742
H18 -5.0611 0.2672 -2.4832

Cartesian forces (eV/Å) of the 3 atoms listed first:
0.007 0.005 0.011
-0.007 -0.010 0.000
-0.001 0.005 -0.016

Highest occupied orbital energy (spin up / spin down) (eV): -14.19 / -15.91
Multiplicity: 3
Energy relative to the best compared isomer or geometry (same formula, charge and spin) (kJ/mol): 0.0
Charge: +2
Orbital gap (spin up / spin down) (eV): 6.76 / 6.51